Entry w
{"formula": "C4H9NOSi", "method": "wB97M-V/def2-TZVPD", "elements": ["C", "O", "Si", "C", "C", "C", "N", "H", "H", "H", "H", "H", "H", "H", "H", "H"], "positions_angstrom": [[-2.204, -0.066, 0.776], [-1.034, 0.460, 0.077], [0.426, 1.062, 0.411], [1.647, -0.277, 0.009], [1.601, -0.911, -1.491], [2.999, 0.362, 0.208], [3.982, 0.937, 0.190], [-3.028, 0.495, 0.377], [-1.962, 0.166, 1.795], [-2.311, -1.138, 0.386], [0.670, 1.529, 1.801], [0.358, 2.176, -0.625], [1.431, -1.145, 0.704], [2.413, -1.711, -1.582], [0.605, -1.271, -1.722], [1.805, -0.134, -2.227]], "mulliken_charge": [-0.513, -0.210, 0.242, 0.355, -1.223, 0.030, -0.420, 0.219, 0.298, 0.201, -0.153, -0.101, 0.238, 0.334, 0.350, 0.353], "homo_energy_ev": -10.332, "total_charge": 0}

=====

Entry x
{"formula": "C4H9NOSi", "method": "wB97M-V/def2-TZVPD", "elements": ["C", "N", "C", "C", "Si", "O", "C", "H", "H", "H", "H", "H", "H", "H", "H", "H"], "positions_angstrom": [[-3.033, -0.678, 1.271], [-1.957, -0.642, 0.332], [-0.767, -0.827, 0.454], [0.505, -1.067, 0.339], [1.994, 0.070, 0.372], [1.779, 1.419, -0.505], [1.408, 1.479, -1.848], [-2.711, -0.532, 2.306], [-3.737, 0.115, 1.000], [-3.537, -1.642, 1.183], [0.735, -2.122, 0.234], [2.313, 0.684, 1.652], [3.080, -0.760, -0.173], [1.344, 2.528, -2.139], [0.436, 0.998, -2.001], [2.148, 0.975, -2.477]], "mulliken_charge": [-0.679, -0.321, 0.825, -1.045, 0.430, -0.240, -0.562, 0.289, 0.263, 0.282, 0.315, -0.160, -0.148, 0.223, 0.243, 0.285], "homo_energy_ev": -8.791, "total_charge": 0}

=====

Stability comparison, relative energies in eV: entry w 0.000; entry x 0.295

=====

Entry w
{"formula": "C3H2ClIO", "method": "wB97M-V/def2-TZVPD", "elements": ["C", "C", "C", "O", "Cl", "I", "H", "H"], "positions_angstrom": [[0.279, -0.258, -0.565], [-0.918, -0.746, -0.557], [0.564, 1.305, 0.855], [-0.277, 2.081, 1.060], [2.010, 0.940, 1.580], [-1.305, -2.610, -1.479], [1.337, -0.391, -0.826], [-1.690, -0.320, -0.069]], "mulliken_charge": [-0.406, -0.456, 0.431, -0.348, -0.094, 0.024, 0.337, 0.512], "homo_energy_ev": -9.146, "total_charge": 0}

=====

Entry x
{"formula": "C3H2ClIO", "method": "wB97M-V/def2-TZVPD", "elements": ["O", "C", "Cl", "C", "C", "I", "H", "H"], "positions_angstrom": [[-0.307, -1.984, 0.898], [-0.414, -0.891, 1.368], [-0.811, -0.612, 3.112], [-0.240, 0.373, 0.658], [0.201, 0.120, -0.709], [0.629, 1.569, -2.036], [-0.224, 1.243, 1.149], [0.458, -0.884, -0.828]], "mulliken_charge": [-0.467, 0.657, -0.215, -0.585, -0.428, 0.176, 0.463, 0.400], "homo_energy_ev": -9.687, "total_charge": 0}

=====

Entry y
{"formula": "C3H2ClIO", "method": "wB97M-V/def2-TZVPD", "elements": ["C", "C", "C", "O", "Cl", "I", "H", "H"], "positions_angstrom": [[0.577, 0.467, -0.505], [1.390, -0.172, 0.223], [-2.024, -0.302, 0.087], [-2.216, -1.445, 0.282], [-3.030, 1.031, 0.155], [3.590, 0.139, 0.055], [0.497, 1.192, -1.276], [1.216, -0.910, 0.979]], "mulliken_charge": [-0.404, -0.297, 0.351, -0.300, -0.065, -0.031, 0.336, 0.411], "homo_energy_ev": [-9.069, -8.890], "total_charge": 0}

=====

Stability comparison, relative energies in eV: entry w 1.867; entry x 0.000; entry y 3.228

=====

Entry w
{"formula": "C7H10", "method": "wB97M-V/def2-TZVPD", "elements": ["C", "C", "C", "C", "C", "C", "C", "H", "H", "H", "H", "H", "H", "H", "H", "H", "H"], "positions_angstrom": [[0.326, -1.402, 0.283], [0.463, -2.214, -0.744], [-0.045, 1.041, -0.208], [0.759, -0.004, 0.286], [2.107, 0.288, 0.783], [-2.368, 1.477, 0.094], [-1.418, 0.862, -0.621], [0.084, -1.765, 1.280], [0.889, -2.010, -1.720], [0.165, -3.250, -0.626], [0.387, 2.019, -0.353], [2.163, -0.072, 1.823], [2.885, -0.255, 0.242], [2.467, 1.319, 0.799], [-2.046, 2.098, 0.927], [-3.427, 1.294, -0.015], [-1.619, 0.238, -1.488]], "mulliken_spin": [0.053, 0.033, 0.295, 0.266, 0.025, 0.150, 0.044, 0.029, 0.000, -0.001, 0.010, 0.028, 0.031, -0.002, 0.000, 0.009, 0.031], "homo_energy_ev": [-14.822, -14.760], "s_squared": 0.76, "spin_multiplicity": 2, "total_charge": 1}

=====

Entry x
{"formula": "C7H10", "method": "wB97M-V/def2-TZVPD", "elements": ["C", "C", "C", "C", "C", "C", "C", "H", "H", "H", "H", "H", "H", "H", "H", "H", "H"], "positions_angstrom": [[0.769, 0.536, -0.719], [0.597, 1.865, -0.644], [-1.057, -0.584, 0.489], [-0.282, -0.483, -0.660], [-0.183, -1.646, -1.602], [0.286, 0.402, 2.234], [-0.947, 0.383, 1.598], [1.795, 0.302, -1.019], [-0.242, 2.519, -0.390], [1.455, 2.421, -0.997], [-1.703, -1.439, 0.594], [-0.349, -2.613, -1.124], [0.836, -1.724, -1.980], [-0.905, -1.508, -2.413], [1.219, 0.232, 1.725], [0.401, 0.150, 3.285], [-1.691, 1.186, 1.623]], "mulliken_spin": [0.001, 0.117, 0.120, 0.196, 0.005, 0.352, 0.131, 0.007, 0.000, 0.004, -0.007, 0.004, 0.003, 0.016, 0.026, 0.018, 0.008], "homo_energy_ev": [-13.837, -13.959], "s_squared": 0.77, "spin_multiplicity": 2, "total_charge": 1}

=====

Stability comparison, relative energies in eV: entry w 0.000; entry x 1.377

=====

Entry w
{"formula": "C4H5FO", "method": "wB97M-V/def2-TZVPD", "elements": ["C", "C", "C", "C", "O", "F", "H", "H", "H", "H", "H"], "positions_angstrom": [[-2.325, -0.329, -0.136], [-0.925, -0.103, 0.030], [0.247, 0.038, 0.294], [1.918, -0.040, 0.371], [2.444, 1.068, -0.231], [2.487, -1.165, -0.215], [-2.725, 0.730, -0.309], [-2.572, -0.816, -0.999], [-2.657, -0.793, 0.674], [2.286, 0.038, 1.467], [1.822, 1.371, -0.946]], "mulliken_charge": [-1.333, 0.876, -0.536, 0.249, -0.491, -0.256, 0.271, 0.351, 0.342, 0.197, 0.330], "homo_energy_ev": -10.158, "total_charge": 0}

=====

Entry x
{"formula": "C4H5FO", "method": "wB97M-V/def2-TZVPD", "elements": ["C", "C", "F", "C", "C", "O", "H", "H", "H", "H", "H"], "positions_angstrom": [[1.807, 0.600, -0.252], [0.912, -0.317, 0.068], [1.184, -1.677, -0.133], [-0.540, -0.281, 0.535], [-1.779, 0.173, -0.263], [-1.198, -1.166, -0.459], [1.613, 1.827, -0.238], [2.874, 0.208, -0.403], [-0.615, -0.593, 1.680], [-2.422, 0.328, 0.610], [-1.837, 0.898, -1.146]], "mulliken_charge": [-0.626, 0.332, -0.250, -0.050, -0.286, -0.339, 0.216, 0.251, 0.230, 0.235, 0.287], "homo_energy_ev": -10.082, "total_charge": 0}

=====

Entry y
{"formula": "C4H5FO", "method": "wB97M-V/def2-TZVPD", "elements": ["O", "C", "C", "C", "C", "F", "H", "H", "H", "H", "H"], "positions_angstrom": [[-2.190, -1.594, -0.606], [-1.096, -0.996, -0.537], [-0.795, 0.084, 0.389], [0.653, 0.035, 0.718], [1.485, 0.811, -0.009], [1.021, 1.638, -0.936], [-0.308, -0.982, -1.322], [-1.467, 0.097, 1.227], [-0.969, 0.944, -0.225], [1.058, -0.752, 1.366], [2.611, 0.716, -0.064]], "mulliken_charge": [-0.507, 0.047, -0.339, -0.361, -0.035, -0.233, 0.285, 0.303, 0.220, 0.298, 0.322], "homo_energy_ev": -9.849, "total_charge": 0}

=====

Stability comparison, relative energies in eV: entry w 1.330; entry x 2.229; entry y 0.000

=====

Entry w
{"formula": "C2HNO2", "method": "wB97M-V/def2-TZVPD", "elements": ["C", "C", "N", "O", "O", "H"], "positions_angstrom": [[0.455, 0.451, 0.713], [-1.198, -1.026, -0.046], [0.899, 0.108, -0.340], [-0.263, 0.715, 1.567], [-1.690, -0.517, -0.925], [1.797, 0.268, -0.968]], "mulliken_charge": [0.616, 0.048, -0.453, -0.364, -0.157, 0.311], "homo_energy_ev": -11.274, "total_charge": 0}

=====

Entry x
{"formula": "C2HNO2", "method": "wB97M-V/def2-TZVPD", "elements": ["C", "O", "C", "O", "N", "H"], "positions_angstrom": [[-0.307, 0.284, 0.227], [-1.469, 0.599, -0.284], [1.210, -0.524, 0.048], [0.705, 0.678, -0.528], [2.038, -1.322, 0.239], [-2.177, 0.284, 0.298]], "mulliken_charge": [-0.025, -0.353, 0.500, -0.163, -0.384, 0.425], "homo_energy_ev": -9.877, "total_charge": 0}

=====

Stability comparison, relative energies in eV: entry w 0.000; entry x 3.248

=====

Entry w
{"formula": "C3H8P2", "method": "wB97M-V/def2-TZVPD", "elements": ["C", "C", "C", "P", "P", "H", "H", "H", "H", "H", "H", "H", "H"], "positions_angstrom": [[-0.354, 0.968, -1.766], [0.760, -2.042, 1.752], [0.315, -0.614, 1.754], [-1.568, 0.063, -1.160], [-0.443, 2.351, -3.093], [0.661, 0.708, -1.289], [1.796, -2.076, 2.119], [0.095, -2.555, 2.443], [0.783, -2.448, 0.683], [-0.145, -0.118, 2.739], [0.104, -0.084, 0.826], [-1.772, 2.595, -3.026], [-0.232, 3.250, -1.983]], "mulliken_charge": [-0.200, -0.620, -0.438, -0.075, -0.059, 0.314, 0.253, 0.254, 0.240, 0.234, -0.007, 0.039, 0.064], "homo_energy_ev": [-8.020, -7.894], "total_charge": 0}

=====

Entry x
{"formula": "C3H8P2", "method": "wB97M-V/def2-TZVPD", "elements": ["C", "C", "C", "P", "P", "H", "H", "H", "H", "H", "H", "H", "H"], "positions_angstrom": [[-0.963, -1.106, -0.764], [-1.277, 0.623, 1.056], [-1.811, -0.065, 0.019], [2.454, 1.487, -0.288], [3.376, -0.199, 0.380], [-0.957, -0.793, -1.867], [-1.453, -2.055, -0.723], [0.089, -1.036, -0.513], [2.418, -0.930, -0.305], [-1.951, 1.285, 1.561], [-0.325, 0.450, 1.305], [-2.830, -0.097, -0.191], [3.230, 2.437, 0.330]], "mulliken_charge": [-0.605, -0.735, -0.078, -0.015, -0.010, 0.245, 0.325, -0.052, 0.007, 0.240, 0.283, 0.367, 0.027], "homo_energy_ev": -9.408, "total_charge": 0}

=====

Stability comparison, relative energies in eV: entry w 2.613; entry x 0.000

=====

Entry w
{"formula": "CH4N2O3", "method": "wB97M-V/def2-TZVPD", "elements": ["O", "C", "N", "O", "N", "O", "H", "H", "H", "H"], "positions_angstrom": [[-1.934, -1.042, -0.518], [-0.851, -0.534, -0.322], [-0.476, 0.651, -0.688], [0.745, 1.074, -0.665], [0.240, -1.200, 0.318], [0.917, 0.015, 1.067], [-1.223, 1.227, -1.198], [0.621, 1.746, 0.055], [0.067, -1.757, 1.308], [1.894, -0.182, 0.643]], "mulliken_charge": [-0.619, 0.464, -0.024, -0.405, -0.214, -0.561, 0.244, 0.392, 0.332, 0.392], "homo_energy_ev": -9.693, "total_charge": 0}

=====

Entry x
{"formula": "CH4N2O3", "method": "wB97M-V/def2-TZVPD", "elements": ["C", "N", "O", "H", "H", "H", "O", "N", "O", "H"], "positions_angstrom": [[1.357, 0.402, 0.623], [1.256, 1.026, -0.483], [2.080, 0.424, -1.424], [2.062, -0.423, 0.678], [0.730, 0.703, 1.469], [1.931, 1.019, -2.173], [-2.866, 0.265, 1.260], [-2.053, -0.363, 0.696], [-2.644, -1.317, -0.131], [-1.853, -1.736, -0.514]], "mulliken_charge": [-0.347, -0.297, -0.365, 0.338, 0.304, 0.371, -0.347, 0.360, -0.404, 0.388], "homo_energy_ev": -10.196, "total_charge": 0}

=====

Stability comparison, relative energies in eV: entry w 0.848; entry x 0.000

=====

Entry w
{"formula": "CH4N2O3", "method": "wB97M-V/def2-TZVPD", "elements": ["C", "N", "N", "O", "O", "O", "H", "H", "H", "H"], "positions_angstrom": [[1.120, 0.637, 0.122], [0.013, -0.210, 0.283], [-1.274, 0.142, 0.195], [-1.517, 1.314, 0.337], [-2.109, -0.679, -0.127], [0.123, -1.886, -0.285], [2.104, 0.298, 0.510], [1.501, 0.676, -0.935], [0.819, 1.687, 0.485], [-0.780, -1.980, -0.585]], "mulliken_charge": [-0.609, -0.173, 1.306, -0.625, -0.727, -0.414, 0.275, 0.275, 0.316, 0.376], "homo_energy_ev": -10.691, "total_charge": 0}

=====

Entry x
{"formula": "CH4N2O3", "method": "wB97M-V/def2-TZVPD", "elements": ["O", "C", "N", "O", "N", "O", "H", "H", "H", "H"], "positions_angstrom": [[2.116, 0.384, 0.134], [0.873, 0.253, -0.077], [-0.004, 1.115, 0.550], [-1.445, 1.248, 0.048], [0.412, -0.796, -0.981], [-0.952, -1.196, -0.357], [0.421, 2.011, 0.694], [-1.611, 0.179, 0.251], [1.022, -1.667, -0.806], [-0.831, -1.531, 0.544]], "mulliken_charge": [-0.606, 0.520, -0.181, -0.432, -0.149, -0.560, 0.277, 0.433, 0.322, 0.376], "homo_energy_ev": -10.056, "total_charge": 0}

=====

Stability comparison, relative energies in eV: entry w 2.608; entry x 0.000